The following is a quantum chemistry calculation of a single C5H4F6S molecule at a distorted geometry, from the OMol25 dataset.

Geometry as XYZ:
```
16
Properties=species:S:1:pos:R:3:forces:R:3:mulliken_charge:R:1
C 0.0916 1.1111 1.7148 -1.44 -2.84 -4.35 0.011
C -0.3602 -0.5690 -1.5374 0.13 0.89 2.25 -0.935
C 0.1717 2.4303 2.2561 -2.59 1.51 -1.76 -0.983
C -1.2553 -1.6682 -1.1456 -0.29 0.04 3.85 1.003
C 1.0017 -1.0108 -1.8844 2.18 -0.49 -0.60 1.116
F -2.4979 -1.2433 -0.8554 -0.10 0.24 -0.27 -0.249
F -1.3070 -2.5781 -2.0360 -0.27 -1.58 -2.30 -0.238
F -0.9062 -2.3740 0.0604 0.05 0.99 -1.08 -0.301
F 1.9583 -0.2425 -1.2728 -0.01 -0.55 -0.38 -0.288
F 1.3423 -2.3089 -1.6252 -0.26 0.58 0.13 -0.266
F 1.2427 -0.8604 -3.2047 -0.45 -0.06 0.04 -0.260
S 0.0910 0.7471 0.0171 -0.35 2.41 1.40 0.022
H -0.1157 0.3071 2.3393 -0.30 -1.42 1.29 0.407
H -0.7933 2.8312 2.7278 1.12 -0.84 -0.77 0.280
H 0.4796 3.0701 1.4493 0.20 0.83 -0.02 0.342
H 0.8567 2.3583 2.9965 2.38 0.29 2.56 0.340
```
Forces are in eV/Å.

Results
Energy above the lowest of the compared OMol25 structures with the same formula, charge and spin: 3.812 eV
Gap between HOMO and LUMO (alpha / beta): 7.78 / 7.78 eV
E_tot: -1190.1482 hartree
Lowest unoccupied orbital energy (alpha / beta): -1.7 / -1.7 eV